Entry 1:
Formula: C33H35CaCl2N4O2SbSe4
Source: the Open Molecules 2025 dataset
Level of theory: ωB97M-V/def2-TZVPD

```
! wB97M-V def2-TZVPD RIJCOSX def2/J DEFGRID3
* xyz -2 1
Ca 0.86 1.79 0.42
C 4.09 -1.80 1.06
C 3.37 -2.73 1.82
C 2.01 -2.62 1.95
C 1.32 -1.56 1.28
N 2.05 -0.58 0.67
C 3.37 -0.74 0.55
C -0.08 -1.49 1.23
C -0.96 -2.36 1.92
C -2.25 -1.99 2.17
C -2.63 -0.65 1.80
C -1.87 0.08 0.97
N -0.68 -0.47 0.38
H 5.16 -1.86 0.93
H 3.89 -3.55 2.32
H 1.46 -3.33 2.55
H 3.88 0.05 0.01
H -0.59 -3.30 2.31
H -2.94 -2.64 2.69
H -3.52 -0.19 2.22
H -2.08 1.12 0.75
C 1.73 2.93 -3.82
C 1.92 1.83 -2.85
O 2.06 2.05 -1.66
C 1.95 0.39 -3.26
C 2.85 -0.03 -4.23
C 3.11 -1.38 -4.42
C 2.45 -2.31 -3.63
C 1.51 -1.90 -2.68
C 1.23 -0.55 -2.51
O 0.30 -0.03 -1.69
H 0.70 3.29 -3.69
H 1.87 2.63 -4.86
H 2.33 3.80 -3.54
H 3.39 0.71 -4.80
H 3.82 -1.70 -5.17
H 2.66 -3.36 -3.74
H 1.02 -2.66 -2.09
C 0.34 0.15 4.07
C -0.05 1.56 3.79
N 0.47 2.35 2.86
C -0.16 3.58 3.03
C -1.05 3.51 4.04
N -0.97 2.22 4.52
H 1.30 -0.06 3.61
H -0.40 -0.55 3.67
H 0.42 -0.02 5.15
H 0.09 4.43 2.41
H -1.73 4.25 4.43
H -1.51 1.82 5.26
Se -1.03 6.93 1.23
Sb -0.01 5.45 -0.44
Se 0.28 6.37 -2.69
Se 2.08 4.46 0.46
Se -1.36 3.34 -0.61
C -2.62 0.46 -2.01
C -1.99 -0.92 -1.82
C -1.69 -1.47 -3.23
C -0.67 -0.88 -1.01
C -2.94 -1.93 -1.16
C -2.52 -3.24 -0.95
C -3.38 -4.20 -0.43
C -4.68 -3.87 -0.10
C -5.11 -2.56 -0.31
C -4.25 -1.61 -0.83
H -1.88 1.16 -2.40
H -3.01 0.90 -1.10
H -3.43 0.39 -2.74
H -1.08 -0.76 -3.79
H -2.64 -1.59 -3.76
H -1.18 -2.43 -3.21
H -0.26 -1.89 -0.99
H -1.50 -3.53 -1.18
H -3.02 -5.21 -0.26
H -5.36 -4.61 0.31
H -6.13 -2.28 -0.05
H -4.61 -0.60 -0.97
Cl 4.20 2.96 4.78
C 3.63 3.34 3.12
Cl 3.94 1.99 2.03
H 4.15 4.21 2.76
H 2.56 3.51 3.16
*
```

Output
Frontier orbital gap ... 5.033 eV
ΔE to the lowest compared entry with this formula, charge and spin ... 4.6 kcal/mol
Maximum force ... 0.0098 Eh/bohr

---

Entry 2:
Formula: C5H10O2
Source: the Open Molecules 2025 dataset
Level of theory: ωB97M-V/def2-TZVPD

```
! wB97M-V def2-TZVPD RIJCOSX def2/J DEFGRID3
* xyz 0 1
C 2.33 0.44 0.50
O 1.01 0.51 0.01
C 0.44 -0.86 -0.29
C -0.28 -0.01 1.27
C -0.98 -0.58 0.10
C -1.86 0.35 -0.71
O -2.10 -0.18 -2.00
H 3.03 0.29 -0.33
H 2.44 -0.40 1.20
H 2.56 1.40 0.99
H 0.68 -1.20 -1.31
H 0.07 -0.69 2.04
H -0.41 1.03 1.58
H -1.48 -1.53 0.33
H -2.84 0.49 -0.24
H -1.37 1.34 -0.78
H -1.24 -0.40 -2.37
*
```

Output
Frontier orbital gap (spin up / spin down) ... 7.436 / 7.435 eV
ΔE to the lowest compared entry with this formula, charge and spin ... 161.1 kcal/mol
Maximum force ... 0.0101 Eh/bohr

---

Entry 3:
Formula: C34H48CaN3P
Source: the Open Molecules 2025 dataset
Level of theory: ωB97M-V/def2-TZVPD

```
! wB97M-V def2-TZVPD RIJCOSX def2/J DEFGRID3
* xyz -2 1
Ca 0.38 0.30 -0.42
N -1.02 2.03 -0.85
N -3.15 0.08 -1.57
C 0.85 -1.29 1.66
C -0.22 -0.46 2.10
C 0.30 0.85 2.31
C -0.46 2.03 2.79
H -1.36 1.71 3.32
H -0.77 2.69 1.97
H 0.15 2.62 3.49
C 1.69 0.83 2.01
C 2.65 1.94 2.23
H 3.07 1.92 3.25
H 2.17 2.92 2.11
H 3.50 1.89 1.53
C 2.02 -0.49 1.59
C 3.38 -0.95 1.19
H 3.96 -0.14 0.72
H 3.32 -1.78 0.47
H 3.96 -1.30 2.05
C -1.63 -0.86 2.28
H -2.11 -0.29 3.09
H -1.72 -1.93 2.51
H -2.22 -0.68 1.36
C 0.76 -2.72 1.27
H 0.73 -2.86 0.18
H -0.15 -3.19 1.67
H 1.63 -3.29 1.64
C -0.01 2.91 -1.09
H 0.87 2.86 -0.41
C -0.09 3.89 -2.09
H 0.79 4.46 -2.35
C -1.31 4.12 -2.72
H -1.42 4.88 -3.49
C -2.42 3.41 -2.29
H -3.41 3.58 -2.70
C -2.25 2.29 -1.43
C -3.35 1.41 -1.33
H -4.36 1.73 -1.57
C -1.99 -0.67 -1.31
C -4.13 -0.70 -2.21
H -5.07 -0.26 -2.49
C -3.61 -1.90 -2.41
H -4.03 -2.77 -2.87
N -2.35 -1.92 -1.79
C -1.70 -3.17 -1.50
C -2.30 -4.00 -0.53
C -1.76 -5.27 -0.32
H -2.22 -5.91 0.44
C -0.71 -5.75 -1.11
C -0.22 -7.16 -0.95
H 0.78 -7.20 -0.52
H -0.18 -7.64 -1.92
H -0.90 -7.73 -0.32
C -0.11 -4.90 -2.03
H 0.73 -5.27 -2.63
C -0.62 -3.62 -2.28
C -0.04 -2.79 -3.39
H -0.81 -2.31 -4.00
H 0.58 -3.43 -4.03
H 0.62 -2.00 -3.01
C -3.48 -3.57 0.28
H -4.30 -3.18 -0.34
H -3.21 -2.82 1.03
H -3.84 -4.45 0.82
C 4.09 2.77 -2.21
C 3.15 2.25 -3.30
P 2.16 0.77 -2.83
C 0.87 0.78 -4.17
C 1.41 0.85 -5.60
C 3.28 -0.60 -3.37
C 4.68 -0.56 -2.76
H 4.91 2.07 -1.99
H 4.55 3.71 -2.54
H 3.56 2.98 -1.27
H 2.43 3.04 -3.56
H 3.72 2.02 -4.21
H 0.25 -0.12 -4.04
H 0.21 1.63 -3.96
H 2.09 1.70 -5.74
H 0.57 0.97 -6.29
H 1.94 -0.07 -5.88
H 2.78 -1.54 -3.09
H 3.35 -0.60 -4.47
H 4.65 -0.43 -1.67
H 5.19 -1.52 -2.96
H 5.30 0.23 -3.19
*
```

Output
Frontier orbital gap ... 1.579 eV
Maximum force ... 0.0680 Eh/bohr

---

Entry 4:
Formula: FH2O3PS
Source: the Open Molecules 2025 dataset
Level of theory: ωB97M-V/def2-TZVPD

```
! wB97M-V def2-TZVPD RIJCOSX def2/J DEFGRID3
* xyz 0 1
O -0.34 0.96 -0.97
O -0.62 0.93 1.43
O 1.76 -1.11 0.34
F 1.94 -2.19 -0.49
P -0.83 -0.03 0.19
S -2.41 -0.95 -0.34
H 0.49 0.74 -1.38
H 0.02 1.65 1.23
*
```

Output
Frontier orbital gap (spin up / spin down) ... 8.588 / 6.626 eV
ΔE to the lowest compared entry with this formula, charge and spin ... 109.2 kcal/mol
Maximum force ... 0.0360 Eh/bohr

---

Entry 5:
Formula: C17H17ClN6O2OsS
Source: the Open Molecules 2025 dataset
Level of theory: ωB97M-V/def2-TZVPD

```
! wB97M-V def2-TZVPD RIJCOSX def2/J DEFGRID3
* xyz 2 1
Os -0.10 1.15 0.01
O -3.16 -0.85 1.67
C -2.15 -0.27 1.44
N -1.82 0.39 0.22
C -2.70 0.44 -0.91
O -3.75 -0.10 -0.99
C -2.14 1.29 -2.03
C -2.93 1.58 -3.12
C -2.45 2.46 -4.07
C -1.20 3.04 -3.89
C -0.46 2.69 -2.77
N -0.90 1.81 -1.87
C -1.02 -0.13 2.43
C -1.12 -0.67 3.69
C -0.05 -0.50 4.57
C 1.07 0.20 4.13
C 1.09 0.70 2.84
N 0.06 0.54 2.01
H -3.91 1.13 -3.18
H -3.05 2.71 -4.94
H -0.80 3.76 -4.59
H 0.52 3.13 -2.60
H -2.02 -1.20 3.97
H -0.09 -0.90 5.57
H 1.92 0.35 4.78
H 1.96 1.23 2.46
C 1.35 -4.82 0.25
C 2.15 -3.66 0.84
C 1.93 -2.39 0.10
N 1.20 -1.42 0.50
N 1.11 -0.39 -0.42
C 1.81 -0.61 -1.54
N 1.90 0.23 -2.56
S 2.62 -2.12 -1.50
H 1.53 -5.72 0.82
H 1.63 -5.02 -0.78
H 0.28 -4.60 0.28
H 3.22 -3.89 0.83
H 1.87 -3.47 1.88
H 1.42 1.11 -2.54
H 2.45 0.00 -3.37
Cl 1.89 2.72 -0.25
C 0.39 3.03 0.66
H -0.17 3.87 0.26
H 0.64 3.15 1.71
*
```

Output
Frontier orbital gap ... 7.746 eV
ΔE to the lowest compared entry with this formula, charge and spin ... 0.0 kcal/mol
Maximum force ... 0.0098 Eh/bohr

---

Entry 6:
Formula: C34H35N4S
Source: the Open Molecules 2025 dataset
Level of theory: ωB97M-V/def2-TZVPD

```
! wB97M-V def2-TZVPD RIJCOSX def2/J DEFGRID3
* xyz 1 1
C -7.78 -0.28 1.24
N -6.88 0.83 1.49
C -7.54 2.10 1.67
C -5.52 0.69 1.52
C -4.68 1.77 1.90
C -3.30 1.65 1.84
C -2.69 0.43 1.45
C -1.25 0.30 1.26
C -0.46 1.43 0.93
C 0.92 1.46 0.84
C 1.72 2.64 1.07
C 3.11 2.50 1.38
C 3.93 3.62 1.49
C 3.39 4.90 1.36
C 2.01 5.06 1.17
C 1.18 3.94 1.02
C -0.64 -1.03 1.35
C 0.28 -1.46 0.38
C 0.80 -2.74 0.38
C 0.50 -3.63 1.44
N 1.03 -4.89 1.44
C 1.15 -5.68 2.65
C 1.54 -5.50 0.23
C -0.37 -3.19 2.48
C -0.98 -1.95 2.38
C -3.54 -0.67 1.16
C -4.92 -0.54 1.16
H -7.37 -1.22 1.62
H -8.72 -0.07 1.75
H -7.98 -0.40 0.16
H -6.91 2.93 1.33
H -8.47 2.09 1.08
H -7.81 2.28 2.72
H -5.12 2.71 2.23
H -2.67 2.50 2.11
H -1.00 2.37 0.77
H 1.48 0.53 0.78
H 3.51 1.50 1.55
H 5.00 3.48 1.67
H 4.03 5.78 1.44
H 1.57 6.06 1.14
H 0.11 4.06 0.86
H 0.57 -0.78 -0.41
H 1.48 -3.04 -0.42
H 1.21 -5.02 3.53
H 0.29 -6.35 2.78
H 2.05 -6.29 2.59
H 1.11 -5.01 -0.65
H 2.63 -5.43 0.17
H 1.26 -6.56 0.21
H -0.59 -3.85 3.31
H -1.73 -1.66 3.13
H -3.11 -1.63 0.88
H -5.53 -1.39 0.87
C 5.78 0.33 -5.34
C 4.42 0.09 -5.05
C 3.92 0.56 -3.84
C 4.73 1.23 -2.91
C 6.07 1.47 -3.20
C 6.59 1.03 -4.43
S 3.83 1.66 -1.48
C 2.37 0.96 -2.11
N 1.16 0.81 -1.69
C 0.39 0.18 -2.81
C 1.40 -0.13 -3.92
N 2.62 0.45 -3.36
H 6.20 -0.03 -6.28
H 3.76 -0.46 -5.73
H 6.67 2.01 -2.47
H 7.63 1.22 -4.67
H -0.10 -0.74 -2.46
H -0.38 0.87 -3.17
H 1.51 -1.20 -4.09
H 1.13 0.35 -4.86
*
```

Output
Frontier orbital gap ... 5.840 eV
Maximum force ... 0.0349 Eh/bohr

---

Entry 7:
Formula: H4O2
Source: the Open Molecules 2025 dataset
Level of theory: ωB97M-V/def2-TZVPD

```
! wB97M-V def2-TZVPD RIJCOSX def2/J DEFGRID3
* xyz 0 1
O -0.93 -0.53 -1.19
H -0.25 -1.32 -1.36
H -1.17 -0.79 -0.33
O 0.51 1.05 1.09
H 0.45 0.14 0.78
H 1.39 1.45 1.00
*
```

Output
Frontier orbital gap ... 11.901 eV
ΔE to the lowest compared entry with this formula, charge and spin ... 13.3 kcal/mol
SMILES string ... O.O
Maximum force ... 0.0895 Eh/bohr